Molecular formula: C52H104O31
Method: DFT, ωB97M-V/def2-TZVPD

The geometry in XYZ format:
```
187
Properties=species:S:1:pos:R:3:mulliken_charge:R:1
C -33.411 8.205 -5.506 -0.3849
C -34.541 9.028 -6.012 -0.5105
C -35.142 9.846 -4.847 -0.3842
O -34.258 9.584 -3.772 -0.4025
C -33.588 8.311 -3.980 -0.4579
H -32.489 8.634 -5.898 0.2429
H -33.426 7.125 -5.654 0.2763
H -35.372 8.493 -6.471 0.2785
H -34.240 9.746 -6.775 0.2487
H -36.122 9.472 -4.550 0.2649
H -35.101 10.919 -5.034 0.2470
H -34.165 7.483 -3.568 0.2823
H -32.643 8.320 -3.436 0.2996
C -26.725 -1.694 10.095 -0.4345
C -27.560 -0.733 10.900 -0.4528
C -28.305 -1.671 11.906 -0.4186
O -28.237 -2.991 11.323 -0.4381
C -27.337 -3.053 10.258 -0.3550
H -25.659 -1.591 10.295 0.2940
H -26.722 -1.356 9.059 0.2456
H -28.295 -0.207 10.291 0.2230
H -26.903 0.020 11.336 0.2887
H -29.323 -1.350 12.124 0.3116
H -27.745 -1.573 12.836 0.2457
H -27.959 -3.329 9.407 0.2402
H -26.574 -3.813 10.425 0.2512
C -28.989 13.628 8.897 -0.4940
C -28.895 13.011 10.297 -0.7272
C -30.266 13.236 10.990 -0.3491
O -30.691 14.443 10.397 -0.4020
C -29.810 14.846 9.278 -0.4351
H -29.562 12.904 8.318 0.2648
H -28.002 13.811 8.473 0.3165
H -28.060 13.470 10.827 0.3140
H -28.677 11.944 10.266 0.3735
H -29.947 13.293 12.031 0.2539
H -30.993 12.470 10.724 0.3154
H -29.102 15.589 9.646 0.2655
H -30.349 15.260 8.426 0.3039
C -21.452 8.622 8.104 -0.4627
C -22.894 9.219 8.146 -0.4340
C -23.282 9.178 6.725 -0.5074
O -22.544 8.105 6.017 -0.4214
C -21.267 8.070 6.703 -0.4428
H -21.331 7.936 8.943 0.2724
H -20.781 9.470 8.242 0.2599
H -22.914 10.219 8.580 0.2859
H -23.651 8.636 8.670 0.2379
H -22.992 10.083 6.192 0.2533
H -24.357 9.162 6.545 0.3725
H -20.535 8.687 6.182 0.2677
H -20.732 7.123 6.772 0.3187
C -38.408 8.956 9.960 -0.4727
C -37.609 10.134 10.411 -0.4722
C -37.638 11.200 9.409 -0.4781
O -37.749 10.401 8.167 -0.4147
C -38.594 9.264 8.435 -0.4192
H -39.388 8.907 10.435 0.2741
H -37.872 8.015 10.090 0.2341
H -36.575 9.808 10.524 0.2166
H -37.871 10.454 11.420 0.3494
H -36.851 11.949 9.494 0.3510
H -38.509 11.848 9.510 0.2484
H -38.127 8.442 7.893 0.3004
H -39.654 9.450 8.260 0.2829
C -37.560 3.071 1.096 -0.4835
C -38.760 3.030 2.085 -0.5959
C -40.011 2.744 1.266 -0.3713
O -39.698 3.359 0.046 -0.4128
C -38.296 3.516 -0.199 -0.4051
H -37.173 2.082 0.850 0.2705
H -36.807 3.747 1.501 0.2998
H -38.797 4.032 2.512 0.2540
H -38.623 2.428 2.983 0.3827
H -40.901 3.099 1.786 0.2877
H -40.192 1.677 1.135 0.2603
H -38.159 4.591 -0.310 0.2089
H -37.929 3.112 -1.142 0.3049
C -18.629 1.794 10.593 -0.5324
C -19.271 2.276 11.889 -0.5160
C -20.711 2.330 11.563 -0.3879
O -20.911 1.874 10.236 -0.3893
C -19.809 1.064 9.885 -0.4324
H -17.753 1.170 10.771 0.3171
H -18.364 2.562 9.867 0.2509
H -18.840 3.194 12.290 0.2905
H -18.965 1.590 12.679 0.2568
H -21.040 3.352 11.754 0.2918
H -21.204 1.647 12.255 0.2623
H -19.663 1.142 8.807 0.2938
H -20.001 0.059 10.260 0.2946
C -23.886 -4.799 4.855 -0.6713
O -24.377 -3.531 4.452 -0.2729
C -23.486 -2.558 4.206 0.7280
O -22.270 -2.624 4.130 -0.5407
O -24.233 -1.403 4.037 -0.2793
C -23.563 -0.181 3.863 -0.6413
H -23.313 -4.863 5.779 0.2914
H -23.307 -5.222 4.034 0.3142
H -24.767 -5.441 4.856 0.2540
H -24.256 0.612 3.584 0.2386
H -22.746 -0.194 3.142 0.2964
H -23.097 0.136 4.796 0.2826
C -29.325 2.988 18.832 -0.6264
O -30.568 3.511 18.375 -0.3092
C -30.899 3.340 17.128 0.8338
O -30.230 2.746 16.266 -0.5992
O -32.111 3.905 16.885 -0.3152
C -32.642 3.931 15.516 -0.6374
H -28.610 3.810 18.786 0.2538
H -29.017 2.110 18.265 0.3330
H -29.480 2.646 19.856 0.2322
H -32.043 4.450 14.767 0.2882
H -33.634 4.380 15.473 0.2582
H -32.785 2.929 15.111 0.2881
C -34.216 0.378 8.057 -0.6647
O -33.644 -0.649 7.308 -0.3016
C -32.930 -0.495 6.207 0.8099
O -32.544 0.545 5.717 -0.5696
O -32.757 -1.749 5.831 -0.2832
C -31.954 -1.983 4.713 -0.6254
H -35.249 0.593 7.786 0.2604
H -33.604 1.272 7.939 0.3219
H -34.109 0.203 9.128 0.2533
H -30.914 -1.766 4.955 0.2805
H -32.386 -1.405 3.896 0.2844
H -31.885 -3.032 4.426 0.2337
C -25.727 9.500 18.301 -0.6365
O -25.861 8.754 17.106 -0.2977
C -25.175 9.203 15.973 0.7306
O -24.639 10.279 15.816 -0.5288
O -25.281 8.285 14.989 -0.3075
C -26.064 7.105 15.047 -0.5962
H -26.081 8.950 19.173 0.2425
H -26.424 10.336 18.244 0.2783
H -24.693 9.791 18.489 0.2921
H -27.005 7.270 15.571 0.2757
H -25.521 6.322 15.577 0.2790
H -26.337 6.642 14.098 0.2682
C -31.806 -0.619 -4.579 -0.6858
O -31.161 -0.422 -3.364 -0.2847
C -31.211 0.699 -2.716 0.8024
O -31.941 1.682 -3.057 -0.6068
O -30.345 0.608 -1.640 -0.2900
C -30.142 1.686 -0.736 -0.6351
H -32.041 -1.648 -4.852 0.2477
H -31.242 -0.101 -5.355 0.2990
H -32.728 -0.039 -4.593 0.3289
H -29.769 1.213 0.172 0.2355
H -31.026 2.276 -0.495 0.3095
H -29.315 2.298 -1.096 0.2792
C -31.474 7.255 5.355 -0.7096
O -30.360 6.709 6.010 -0.3098
C -30.600 6.235 7.271 0.8213
O -31.631 6.356 7.942 -0.5748
O -29.590 5.536 7.755 -0.3269
C -28.548 4.990 6.986 -0.5748
H -32.420 6.716 5.410 0.3165
H -31.343 7.234 4.273 0.2787
H -31.610 8.307 5.606 0.2872
H -28.842 4.109 6.416 0.2580
H -27.750 4.598 7.616 0.2331
H -28.274 5.758 6.262 0.3013
C -28.869 13.675 2.307 -0.6183
O -28.678 12.255 2.052 -0.2896
C -27.535 11.719 1.598 0.7459
O -26.485 12.260 1.247 -0.5643
O -27.744 10.399 1.656 -0.2656
C -26.708 9.578 1.115 -0.7215
H -29.800 13.869 2.840 0.2417
H -28.898 14.278 1.400 0.2844
H -28.048 14.040 2.925 0.2934
H -25.667 9.821 1.327 0.3128
H -26.783 9.519 0.029 0.3097
H -26.775 8.527 1.394 0.2712
C -36.574 13.386 0.869 -0.6131
O -37.685 13.897 0.088 -0.3018
C -37.519 14.913 -0.810 0.7813
O -36.480 15.622 -0.889 -0.5842
O -38.533 14.964 -1.658 -0.2934
C -38.557 15.933 -2.695 -0.6264
H -35.851 12.962 0.172 0.2899
H -36.846 12.485 1.420 0.2519
H -36.145 14.109 1.562 0.2737
H -39.559 15.998 -3.120 0.2375
H -37.934 15.669 -3.549 0.2814
H -38.251 16.910 -2.319 0.3033
```

## Properties
- gap between HOMO and LUMO (eV) = 9.489
- highest occupied orbital energy (eV) = -9.41
- relative energy (zero: lowest compared OMol25 entry of this formula, charge and spin) (kcal per mole) = 141.41
- lowest unoccupied orbital energy (eV) = 0.08